The following is a quantum chemistry calculation of C40H31NO5RhS3 as an isolated structure, from the Open Molecules 2025 dataset.

- LUMO energy (spin up / spin down): -4.760 / -4.754 eV
- Spin multiplicity: 1
- Charge: +1
- Kohn-Sham gap (spin up / spin down): 0.233 / 0.234 hartree
- Electronic energy: -89213.665 eV

Each line ends with the Mulliken charge.
Element x y z (Å)
Rh  0.01758  2.22138  0.07627  -0.547
C  -5.14643  3.26449  5.18820  -1.488
C  -4.33230  2.76385  4.02544  1.038
C  -4.94249  2.39040  2.83168  -0.896
C  -4.19865  1.90306  1.76559  -0.512
C  -2.83005  1.78681  1.93011  -0.563
C  -2.17820  2.18269  3.09644  0.131
C  -2.94106  2.66625  4.13837  -0.927
S  -1.92021  1.05267  0.63203  3.012
O  -2.76848  0.86969  -0.55177  -0.828
C  -1.53339  -0.56146  1.26360  1.193
C  -2.12108  -1.07340  2.43984  -0.815
C  -1.78838  -2.32926  2.84485  -1.302
C  -0.85744  -3.11088  2.11473  0.671
C  -0.49311  -4.41346  2.54201  -1.054
C  0.40891  -5.15040  1.83546  -0.783
C  0.99721  -4.62207  0.66061  -0.807
C  0.66937  -3.37413  0.22330  -0.703
C  -0.27109  -2.58274  0.94028  0.806
C  -0.62618  -1.26627  0.53568  0.078
C  -0.00481  -0.70363  -0.69000  -0.525
C  -0.48299  -1.14206  -1.95808  0.884
C  -1.67612  -1.90356  -2.07283  -1.014
C  -2.10356  -2.33408  -3.29310  -0.815
C  -1.34431  -2.06048  -4.45481  -0.828
C  -0.18959  -1.33824  -4.37208  -0.638
C  0.25765  -0.84139  -3.12745  0.701
C  1.43629  -0.05223  -3.03101  -1.359
C  1.83512  0.44307  -1.83845  -0.657
C  1.12304  0.10469  -0.64666  0.249
S  1.89509  0.72090  0.90165  1.216
O  1.09512  0.24575  2.07400  -0.543
C  3.43819  -0.15385  0.89599  0.169
C  3.48826  -1.43612  1.42510  -0.455
C  4.70469  -2.09376  1.44229  -1.040
C  5.86366  -1.48585  0.95435  1.001
C  7.19014  -2.19255  1.04016  -1.464
C  5.77949  -0.19590  0.43669  -0.989
C  4.57031  0.48451  0.41397  -0.170
H  -6.21013  3.26936  4.95772  0.373
H  -4.84732  4.27894  5.45787  0.346
H  -4.98667  2.63435  6.06437  0.338
H  -6.01694  2.48119  2.73041  0.356
H  -4.65765  1.61150  0.82987  0.572
H  -1.10138  2.09910  3.18095  0.497
H  -2.45824  2.97849  5.05674  0.431
H  -2.83166  -0.48478  3.00247  0.522
H  -2.23679  -2.74560  3.73900  0.440
H  -0.94405  -4.80968  3.44436  0.487
H  0.67755  -6.14493  2.16724  0.420
H  1.71058  -5.21787  0.10492  0.506
H  1.12803  -2.98139  -0.67638  0.470
H  -2.24909  -2.12959  -1.18272  0.592
H  -3.02565  -2.89501  -3.37470  0.475
H  -1.68790  -2.42456  -5.41496  0.436
H  0.39744  -1.12840  -5.25833  0.511
H  2.01250  0.14124  -3.92752  0.462
H  2.73768  1.03954  -1.76024  0.471
H  2.59205  -1.89683  1.82509  0.653
H  4.76080  -3.09699  1.84989  0.404
H  7.07394  -3.27045  0.93340  0.383
H  7.64863  -2.00519  2.01343  0.296
H  7.88034  -1.83622  0.27670  0.383
H  6.67322  0.28958  0.06306  0.388
H  4.51471  1.50382  0.04670  0.538
S  -0.96247  3.29891  -1.70615  -0.076
C  -0.72346  2.56770  -3.25414  0.563
C  -1.80801  1.93062  -3.87422  -0.449
C  -1.71384  1.55196  -5.20208  -0.678
C  -0.54282  1.79295  -5.91162  -0.481
C  0.54816  2.40206  -5.29496  -0.711
C  0.46144  2.79175  -3.97085  -0.293
H  -2.71434  1.76238  -3.30518  0.461
H  -2.55623  1.07696  -5.68890  0.476
H  -0.48097  1.51447  -6.95668  0.458
H  1.45656  2.58596  -5.85500  0.453
H  1.28399  3.30199  -3.48542  0.463
O  0.31464  5.43349  2.07209  -0.562
N  0.32310  4.42068  1.45419  1.358
O  1.33656  3.88070  0.96863  -0.654
O  -0.79650  3.74533  1.22847  -0.502